[1]
A molecular structure, C27H19Cl4N6O7S2W in a non-equilibrium geometry, computed with the ωB97M-V functional and the def2-TZVPD basis.

```
66
Properties=species:S:1:pos:R:3:forces:R:3:lowdin_charge:R:1
W -0.416504 0.381073 -0.620921 -0.5051 1.0239 -0.5548 1.59
Cl -2.283038 -3.881432 4.297073 -0.0077 -0.0309 0.0343 0.72
C -1.371675 -2.772603 3.360107 -0.0141 0.0221 -0.0474 -0.70
C -0.118910 -2.326108 3.797313 0.0324 0.0272 -0.0179 -0.69
Cl 0.521732 -2.903109 5.277578 0.0050 -0.0084 0.0311 0.72
C 0.622786 -1.412292 3.041596 -0.0769 -0.0426 -0.0164 -0.61
Cl 2.155931 -0.831818 3.542009 0.0074 -0.0054 0.0085 0.75
C 0.104427 -0.963915 1.834064 0.2304 0.0079 -0.0100 -0.38
O 0.710342 -0.115027 1.004524 0.0775 -0.2846 0.1119 -0.22
C -1.136859 -1.411511 1.418100 -0.3347 -0.0255 -0.2837 -0.36
O -1.559471 -0.875575 0.230020 0.0252 -0.0441 0.2799 -0.32
C -1.893494 -2.303739 2.152636 0.0811 0.0376 0.0102 -0.62
Cl -3.436534 -2.772481 1.555468 0.0144 -0.0147 0.0383 0.76
O 4.498371 -2.853766 -2.983073 -0.1249 0.0441 0.2060 0.14
C 4.004663 -3.696129 -2.074837 -0.1147 -0.1849 -0.5470 -0.48
O 4.549055 -4.730493 -1.808552 0.0950 0.0560 0.1789 0.13
C 2.678749 -3.378030 -1.462156 -0.0026 0.0143 0.1795 -0.03
C 2.035360 -4.284712 -0.650889 -0.0617 0.0352 0.0194 0.03
N 0.884903 -3.708674 -0.250584 0.0825 0.0681 -0.1686 0.06
N 0.722911 -2.482687 -0.743177 -0.0005 -0.0627 0.1873 0.11
C 1.804687 -2.263852 -1.472762 -0.0361 -0.0724 -0.0115 -0.13
C 1.964315 -0.950445 -2.103236 -0.0122 0.6846 0.0894 -0.44
O 2.847899 -0.657827 -2.871800 -0.0243 -0.2213 0.0152 0.14
O 1.075782 -0.000539 -1.751152 0.1471 -0.5055 -0.0305 -0.28
H 3.923755 -2.069834 -3.097582 0.1145 0.0320 0.0597 0.07
H 2.331937 -5.274895 -0.352265 0.0277 -0.0241 0.0044 0.15
H 0.173444 -4.100193 0.346537 0.0156 0.0018 0.0056 0.17
S 1.010471 6.201186 4.262648 -0.0690 -0.1332 -0.1542 1.08
N 1.850645 5.669493 2.993719 -0.0739 -0.0875 0.0349 -0.20
C 1.159637 4.662639 2.475135 0.3148 0.1159 -0.1718 -0.30
C 1.547625 3.893246 1.303445 -0.0067 0.1335 0.1282 -0.06
C 2.705407 4.141229 0.566190 0.0088 0.0269 0.0164 0.05
C 2.958540 3.364106 -0.536092 -0.0755 -0.1621 -0.1210 0.01
C 2.069888 2.346797 -0.883012 -0.0613 0.2320 0.1966 -0.05
N 0.965811 2.098361 -0.176601 0.2240 0.0112 -0.0960 -0.03
C 0.701867 2.865710 0.903053 -0.0254 -0.1414 0.0011 -0.12
C -0.525518 2.576855 1.623678 0.0888 -0.0332 -0.0501 -0.13
N -1.264714 1.564209 1.146898 -0.1206 -0.0790 -0.0877 -0.05
C -2.442002 1.296218 1.705792 0.0830 0.1753 0.1406 -0.07
C -2.911907 2.011140 2.806173 -0.0004 -0.1390 -0.1405 0.01
C -2.145788 3.026039 3.329946 0.0147 0.0194 0.0160 0.05
C -0.925881 3.328548 2.724054 0.0229 0.1148 0.1068 -0.05
C -0.039518 4.393499 3.161685 -0.3206 -0.0321 0.1834 -0.30
N -0.250104 5.197689 4.195622 0.0977 -0.0489 -0.0616 -0.20
H 3.371532 4.937550 0.869230 0.0068 0.0081 0.0098 0.13
H 3.833785 3.515566 -1.150467 0.0139 0.0141 0.0118 0.13
H 2.248494 1.728926 -1.747388 0.0213 0.0113 -0.0024 0.12
H -3.020476 0.496063 1.265731 0.0056 0.0151 0.0085 0.12
H -3.871078 1.748391 3.228026 -0.0001 0.0197 0.0179 0.13
H -2.472963 3.597820 4.187602 0.0088 0.0160 0.0142 0.13
C -3.627051 -1.402630 -1.978157 -0.1775 -0.0478 0.0859 -0.07
C -2.241370 -1.984835 -2.114832 0.1697 -0.1407 -0.1713 -0.24
O -1.221364 -0.983446 -2.386376 0.0335 -0.0401 0.0155 -0.35
C -1.412470 -0.446625 -3.732595 -0.1214 -0.1370 0.0466 -0.27
C -0.169647 0.130165 -4.355741 0.0183 0.0846 -0.0665 -0.07
H -4.281129 -2.178213 -1.577691 -0.0439 0.0198 -0.0238 0.08
H -4.040109 -1.085809 -2.935036 0.0246 0.0200 -0.0064 0.08
H -3.655234 -0.556092 -1.289534 0.0788 -0.0744 -0.0109 0.06
H -2.193266 -2.687332 -2.951033 -0.0192 -0.0107 0.0794 0.13
H -1.920485 -2.512617 -1.224178 -0.0293 0.0785 0.0116 0.09
H -2.222669 0.284979 -3.693238 0.0789 0.0151 0.0007 0.08
H -1.750862 -1.295015 -4.331695 0.0003 0.0660 0.0080 0.13
H 0.209601 1.008185 -3.836850 -0.0489 -0.0338 -0.0009 0.05
H -0.441724 0.435744 -5.367514 0.0175 0.0010 -0.0077 0.10
H 0.625983 -0.607284 -4.440957 0.0112 -0.0219 0.0133 0.08
S -1.606518 1.860160 -1.653676 0.2092 -0.3631 0.2537 0.42
```
Positions in Å, forces in eV/Å.

Calculated values
Energy above the lowest of the compared OMol25 structures with the same formula, charge and spin ... 8.4 kcal/mol
HOMO level ... -11.2 eV
E_LUMO ... -4.38 eV
Gap between HOMO and LUMO ... 0.2519 Eh
Charge ... +1
DFT total energy ... -125165.0708 eV

***

[2]
A molecular structure, C27H19F11N7O6PPmS2 in a non-equilibrium geometry, computed with the ωB97M-V functional and the def2-TZVPD basis.

```
74
Properties=species:S:1:pos:R:3:forces:R:3:lowdin_charge:R:1
Pm 0.278661 -0.475596 0.101630 0.3721 0.7887 0.7769 1.85
O -2.395064 2.871934 2.439098 0.0441 -0.0142 -0.1394 0.15
C -1.369639 2.148384 1.984110 0.0176 0.0308 0.0360 -0.45
O -1.109352 2.019977 0.814040 -0.1063 -0.0870 0.0506 0.07
C -0.522797 1.525540 3.042677 -0.0370 0.0044 0.0339 -0.18
C -0.534491 1.898882 4.374739 0.0391 -0.0944 -0.1250 0.02
C 0.408036 1.312788 5.213441 0.0165 -0.0230 -0.0178 -0.02
C 1.319530 0.415257 4.687579 -0.0573 0.0041 -0.0756 0.03
C 1.253047 0.110431 3.330132 -0.0615 0.1051 0.2300 -0.17
N 0.330439 0.635706 2.539622 0.1018 0.2037 0.0480 0.09
C 2.267060 -0.793784 2.643056 0.0861 -0.0800 -0.1481 -0.61
O 3.017876 -1.459057 3.332655 0.0079 0.0012 0.0980 0.07
O 2.205811 -0.725817 1.364241 0.0508 -0.0934 0.1542 -0.19
H -2.855933 3.215923 1.654768 -0.0110 0.0056 0.0688 0.15
H -1.242785 2.630616 4.731677 -0.0278 0.0244 0.0027 0.12
H 0.441107 1.576336 6.261661 -0.0046 0.0088 0.0252 0.11
H 2.090032 -0.051427 5.283241 0.0327 -0.0165 0.0091 0.12
F 4.766057 4.215559 2.852259 -0.0099 -0.0398 -0.0678 0.14
C 4.463742 3.487524 1.782704 0.0703 -0.0204 -0.0715 -0.12
C 3.166345 3.019065 1.613800 0.0597 -0.0133 -0.0821 -0.13
F 2.229651 3.312650 2.518169 -0.0099 -0.0088 0.0110 0.13
C 2.870852 2.258717 0.503597 -0.1528 0.0208 0.0914 -0.24
F 1.611119 1.847537 0.328998 0.0122 0.1509 0.2975 0.00
C 3.817448 1.940775 -0.465369 0.2006 -0.2723 -0.4118 -0.52
S 3.407025 0.903651 -1.781747 0.0897 0.2101 0.2052 0.91
C 5.109296 2.451792 -0.281328 0.0806 0.1223 0.1621 -0.23
F 6.067777 2.201482 -1.164656 -0.0775 -0.0101 0.0171 0.11
C 5.440782 3.205932 0.833288 -0.3063 -0.0930 -0.0058 -0.13
F 6.677474 3.662730 1.002162 0.0206 0.0205 0.0203 0.13
N -3.560813 -3.371493 -5.919729 -0.0575 -0.0620 -0.0487 0.10
C -3.194712 -2.481372 -4.924624 0.0097 -0.0029 -0.0042 -0.32
C -2.583662 -1.268814 -5.249801 0.0296 0.0604 0.0498 -0.02
C -2.240821 -0.366643 -4.263455 -0.0257 0.0307 -0.0298 -0.05
C -2.505569 -0.661582 -2.932860 -0.0214 -0.0783 -0.0009 -0.29
C -3.118465 -1.860462 -2.596800 -0.0320 -0.0811 -0.0513 -0.06
C -3.467039 -2.761659 -3.585558 0.0516 0.1023 0.0559 -0.02
S -2.060365 0.464491 -1.656220 -0.3792 -0.2639 0.0820 0.63
O -1.994309 -0.386382 -0.429261 -0.3909 0.1671 -0.3173 -0.49
O -3.017006 1.528351 -1.585880 0.1279 -0.0176 0.0512 -0.27
N -0.517890 0.864026 -1.846998 -0.5170 0.4494 0.0255 -0.20
C -0.218667 2.037962 -2.519580 0.4124 -0.7134 0.1385 -0.45
N 1.008375 2.530662 -2.281250 -0.1261 0.2564 -0.1900 0.09
C 1.323856 3.655732 -2.909239 0.0095 -0.0667 0.0588 -0.13
C 0.451831 4.312076 -3.759537 -0.0381 -0.0323 -0.0136 -0.05
C -0.760223 3.679493 -3.977205 0.0193 0.0500 -0.0098 -0.11
N -1.098149 2.543210 -3.384538 0.0571 0.2366 -0.1399 0.12
H -3.068747 -3.284579 -6.793178 0.0123 0.0001 0.0066 0.09
H -3.681660 -4.327696 -5.629928 0.0062 -0.0011 -0.0087 0.09
H -2.368797 -1.036264 -6.284695 0.0014 -0.0089 -0.0450 0.11
H -1.769596 0.569269 -4.525108 0.0170 0.0360 0.0113 0.10
H -3.300356 -2.104891 -1.560991 0.0071 0.0266 0.0515 0.11
H -3.936471 -3.698817 -3.317779 -0.0197 -0.0443 0.0106 0.11
H 2.323143 4.038013 -2.724435 0.0079 0.0261 0.0024 0.11
H 0.713234 5.236038 -4.249732 0.0206 0.0310 -0.0318 0.10
H -1.485279 4.087473 -4.672529 -0.0315 0.0156 -0.0127 0.11
F 1.014390 -2.894519 0.195640 0.1816 -0.3524 0.0168 -0.22
P 1.148709 -3.082122 -1.445041 0.0832 -0.2446 -0.2479 0.19
F 1.201586 -3.083854 -3.024517 0.0037 -0.0004 0.1109 -0.09
F -0.326083 -2.316224 -1.478081 -0.1374 -0.1903 -0.2453 -0.22
F 1.766321 -1.517208 -1.428130 0.2858 -0.3145 -0.3120 -0.31
F 2.603930 -3.664851 -1.284684 -0.1117 0.0198 -0.0206 -0.08
F 0.446206 -4.496234 -1.365567 0.0182 0.0763 0.0212 -0.09
C -1.041932 -4.241023 4.582924 -0.0184 -0.0457 0.0189 0.00
N -1.301476 -3.199939 3.609716 0.0997 0.0629 -0.1613 -0.12
C -2.406627 -2.387824 3.535867 -0.0193 0.0120 0.0470 -0.05
C -2.201497 -1.567561 2.469639 -0.1319 0.0125 0.0217 -0.12
N -0.992823 -1.862359 1.893269 0.1582 -0.0180 -0.2029 -0.03
C -0.483023 -2.848503 2.601159 0.0148 0.0359 0.0587 -0.14
H -1.867918 -4.951013 4.599086 0.0310 0.0189 0.0303 0.10
H -0.903406 -3.809321 5.573197 -0.0166 -0.0298 -0.0006 0.10
H -0.133596 -4.762280 4.291653 -0.0009 -0.0096 0.0370 0.10
H -3.221550 -2.479897 4.229573 -0.0667 0.0144 0.0199 0.12
H -2.849932 -0.811993 2.059587 -0.0091 0.0214 -0.0116 0.11
H 0.467747 -3.322894 2.425373 0.0449 -0.0200 -0.0136 0.14
```
Positions in Å, forces in eV/Å.

Calculated values
Energy above the lowest of the compared OMol25 structures with the same formula, charge and spin ... 5.1 kcal/mol
HOMO level (spin up / spin down) ... -8.1 / -8.1 eV
E_LUMO (spin up / spin down) ... -0.48 / -2.08 eV
Gap between HOMO and LUMO (spin up / spin down) ... 0.2805 / 0.2217 Eh
DFT total energy ... -128439.4074 eV
<S²> ... 8.770
Spin multiplicity ... 6

***

[3]
A molecular structure, C27H19FeI2N7OS3, computed with the ωB97M-V functional and the def2-TZVPD basis.

```
60
Properties=species:S:1:pos:R:3:forces:R:3:lowdin_charge:R:1
Fe -0.590530 0.101514 -0.180781 0.0284 -0.1752 0.5395 -0.03
C 4.252071 1.504121 4.878026 -0.0213 0.0177 -0.0216 -0.12
C 3.437555 1.655334 3.599394 -0.0312 -0.0306 0.0782 -0.32
N 2.236037 0.849936 3.653535 -0.0678 0.0584 0.0824 -0.06
C 1.072040 1.236536 2.970710 0.0409 0.0479 0.2525 -0.92
S 0.632567 2.874157 2.845018 -0.0115 0.0517 -0.0151 0.46
N 0.356101 0.197680 2.634752 0.4029 -0.6053 -0.0434 -0.03
N -0.686927 0.291132 1.785023 -0.6060 0.4294 0.0901 -0.07
C -1.874812 0.258191 2.301858 0.1535 0.1798 -0.0628 -0.26
C -2.117943 0.344898 3.774992 0.0111 -0.0738 -0.0076 -0.03
C -2.952972 0.143028 1.323670 -0.0026 -0.0225 0.0459 -0.18
C -4.307694 0.112754 1.645722 -0.0808 0.0126 0.0993 -0.02
C -5.243245 -0.029274 0.638907 -0.0149 -0.0070 0.0103 -0.09
C -4.808717 -0.125778 -0.674783 0.0481 -0.0136 0.0403 -0.06
C -3.448816 -0.066741 -0.924138 0.0265 0.0966 -0.1180 -0.08
N -2.542071 0.055999 0.045157 -0.1741 -0.0145 0.0118 0.03
H 5.178176 2.082689 4.819738 0.0004 -0.0161 0.0037 0.06
H 4.516693 0.457365 5.054016 0.0179 0.0113 0.0074 0.06
H 3.672769 1.853272 5.734788 0.0024 -0.0111 -0.0018 0.06
H 4.052445 1.383489 2.731707 -0.0128 0.0547 -0.0346 0.11
H 3.116188 2.687413 3.470047 0.0247 0.0094 -0.0210 0.05
H 2.395447 -0.138839 3.522795 0.0352 -0.0116 -0.1219 0.11
H -1.316437 0.920806 4.231139 -0.0013 0.0460 0.0000 0.06
H -2.124359 -0.650634 4.233136 -0.0205 0.0023 -0.0055 0.08
H -3.069738 0.830499 3.991451 0.0181 -0.0012 -0.0004 0.06
H -4.611588 0.203086 2.678953 -0.0251 -0.0315 -0.0156 0.10
H -6.301033 -0.062198 0.871345 0.0119 0.0053 0.0262 0.10
H -5.504477 -0.243754 -1.493743 0.0157 0.0309 -0.0226 0.10
H -3.045708 -0.098998 -1.928653 0.0333 -0.0081 0.0160 0.12
I -0.853776 -0.769889 -5.257294 -0.0001 -0.0416 -0.0210 0.86
C -0.693937 -2.092728 -3.658829 -0.0455 0.0049 0.0578 -0.65
C -0.621765 -3.470209 -3.861999 -0.0148 0.1174 0.0900 -0.25
C -0.516280 -4.333705 -2.798094 0.0438 -0.3008 -0.0747 -0.68
I -0.409968 -6.395264 -3.208335 -0.0139 0.0829 0.0193 0.80
C -0.463091 -3.862342 -1.466810 -0.0072 0.1678 0.0426 -0.22
C -0.343755 -4.651800 -0.299813 -0.0124 -0.0286 -0.0826 -0.06
C -0.297443 -4.044708 0.919344 -0.0159 0.0739 0.1513 -0.05
C -0.374566 -2.643205 1.016355 0.0057 0.0341 0.1261 -0.09
N -0.496387 -1.880636 -0.044608 -0.0024 -0.2869 -0.2705 0.04
C -0.536260 -2.463845 -1.273780 0.0024 -0.1407 -0.0477 -0.12
C -0.666840 -1.526676 -2.371021 0.0702 -0.0245 -0.0366 -0.44
O -0.758585 -0.291877 -2.115917 -0.0985 -0.1605 -0.3563 -0.19
H -0.651309 -3.862605 -4.869401 0.0040 0.0329 -0.0208 0.07
H -0.287218 -5.729920 -0.376541 0.0071 0.0074 -0.0563 0.05
H -0.202561 -4.633335 1.822851 0.0167 0.0335 0.0118 0.10
H -0.316619 -2.130400 1.969488 0.0455 -0.0503 -0.0034 0.10
S 1.695629 0.163498 -0.439209 0.2559 0.1440 -0.1273 0.67
C 1.762803 1.405230 -1.663012 0.0132 -0.1099 -0.0196 -0.65
C 2.822364 1.471995 -2.565457 0.0010 -0.0355 0.0536 -0.08
C 2.880584 2.432372 -3.572314 0.1805 -0.0187 -0.0700 -0.22
C 3.985125 2.444562 -4.488279 -0.1301 0.0363 0.0937 -0.21
N 4.878067 2.458512 -5.216806 0.0326 -0.0319 -0.0079 0.12
C 1.849481 3.377503 -3.671630 -0.0350 0.1846 -0.0913 -0.22
C 0.795378 3.334932 -2.766350 -0.0319 -0.0139 0.0661 -0.07
C 0.713611 2.363062 -1.765382 -0.0292 -0.0028 -0.0286 -0.66
S -0.624707 2.315986 -0.666684 -0.0476 0.3908 -0.3110 0.67
C 1.867116 4.385991 -4.694736 0.0449 -0.1121 0.1164 -0.21
N 1.882226 5.202950 -5.507168 -0.0376 0.0190 -0.0152 0.12
H 3.613913 0.736803 -2.492459 -0.0011 0.0014 0.0012 0.10
H -0.002261 4.062039 -2.849892 -0.0016 -0.0042 -0.0010 0.10
```
Positions in Å, forces in eV/Å.

Calculated values
Energy above the lowest of the compared OMol25 structures with the same formula, charge and spin ... 10.5 kcal/mol
HOMO level ... -1.1 eV
E_LUMO ... 3.30 eV
Gap between HOMO and LUMO ... 0.1628 Eh
Charge ... -2
DFT total energy ... -123883.9144 eV